## i
A 2-piece molecular cluster, C2H8N2O2 overall, computed with wB97M-V/def2-TZVPD.

CARTESIAN COORDINATES (ANGSTROEM)
1 C 2.5608 -0.4539 -0.4804
2 C -1.1956 0.5987 0.2910
3 N -1.9186 -1.5942 -0.1849
4 N -1.6013 -0.3649 -0.5257
5 O -1.0941 0.5457 1.6096
6 O -1.1937 1.8992 -0.3248
7 H 2.2010 -1.4651 -0.4496
8 H 1.9991 0.1685 0.2061
9 H 2.3665 -0.0490 -1.4653
10 H -1.8432 -1.6056 0.8842
11 H 3.6455 -0.5812 -0.3339
12 H -1.5631 -0.1432 -1.5918
13 H -1.9637 0.6654 2.1670
14 H -0.3996 2.3795 0.1984

Results
Gap between HOMO and LUMO (alpha / beta) (eV): 7.4 / 7.4
E_HOMO (alpha / beta) (Ha): -0.2657 / -0.2658

natural (NBO) population analysis, charges in e, atoms 1 to 5: C -0.86; C 0.60; N -0.62; N -0.26; O -0.71

## ii
A 2-piece molecular cluster, C2H8N2O2 overall, computed with wB97M-V/def2-TZVPD.

CARTESIAN COORDINATES (ANGSTROEM)
1 N 0.6540 -0.5920 0.4443
2 C 0.6580 -0.7467 1.9195
3 N 2.0271 -1.1978 2.3788
4 H 1.6889 -0.6141 0.1646
5 H 0.0483 -1.1159 -0.1861
6 H 0.5340 0.3481 2.2615
7 H -0.2017 -1.2738 2.3713
8 H 2.0474 -2.1702 2.4452
9 H 2.4854 -0.7118 3.1687
10 O -1.8652 0.1209 -2.2814
11 C -1.5733 1.1938 -1.6557
12 O -0.3065 1.4844 -1.3517
13 H -2.4485 1.9813 -1.5446
14 H -0.0566 0.5600 -0.9606

Results
Gap between HOMO and LUMO (eV): 10.4
SMILES string: O=CO.NCN
E_HOMO (Ha): -0.3501

natural (NBO) population analysis, charges in e, atoms 1 to 5: N -0.92; C -0.05; N -0.88; H 0.40; H 0.38

Stability summary: most stable ii, least stable i.

## i
A 2-piece molecular cluster, C2H8N2O2 overall, computed with wB97M-V/def2-TZVPD.

CARTESIAN COORDINATES (ANGSTROEM)
1 N -0.9041 -0.3052 2.0704
2 C 0.0896 -0.9096 1.1666
3 O -0.4511 -1.2342 -0.1487
4 H -0.6719 0.6387 2.3079
5 H -1.0526 -0.8721 2.9000
6 H 0.9800 -0.3335 0.8847
7 H 0.4029 -1.8208 1.6759
8 H -1.3291 -0.7916 -0.1381
9 C 0.1821 1.4698 -1.6310
10 N 0.8907 0.3392 -1.8869
11 O 0.0723 1.9396 -0.4852
12 H -0.1040 2.0630 -2.4920
13 H 0.8468 -0.4190 -1.3056
14 H 1.0484 0.2356 -2.9180

Results
Gap between HOMO and LUMO (eV): 10.8
SMILES string: NC=O.NCO
E_HOMO (Ha): -0.3618

natural (NBO) population analysis, charges in e, atoms 1 to 5: N -0.86; C 0.08; O -0.77; H 0.38; H 0.37

## ii
A 2-piece molecular cluster, C2H8N2O2 overall, computed with wB97M-V/def2-TZVPD.

CARTESIAN COORDINATES (ANGSTROEM)
1 C -0.1281 2.1329 1.6100
2 C -0.9179 1.7758 0.6131
3 N 1.1108 -2.9735 -1.8048
4 N -0.0268 -1.2854 -0.6350
5 O 0.5798 -1.6358 -1.8341
6 O -0.3474 3.1547 2.4753
7 H -1.1763 3.5938 2.2454
8 H 0.7982 1.6273 1.8397
9 H 2.1035 -2.8942 -2.0112
10 H 0.6602 -3.4805 -2.5629
11 H -0.7991 -1.9221 -0.4420
12 H 0.6517 -1.3457 0.1233
13 H -1.8364 2.3036 0.4094
14 H -0.6724 0.9491 -0.0261

Results
Gap between HOMO and LUMO (eV): 9.9
SMILES string: C=CO.NON
E_HOMO (Ha): -0.3259

natural (NBO) population analysis, charges in e, atoms 1 to 5: C 0.15; C -0.55; N -0.56; N -0.51; O -0.28

## iii
A 2-piece molecular cluster, C2H8N2O2 overall, computed with wB97M-V/def2-TZVPD.

CARTESIAN COORDINATES (ANGSTROEM)
1 N -2.3134 1.6260 -1.0298
2 C -0.9453 1.1314 -1.2351
3 C -0.8404 -0.3635 -0.9702
4 N -1.8477 -0.9140 -0.2432
5 O 0.1083 -1.0173 -1.3462
6 H -2.8449 1.4989 -1.8867
7 H -2.3133 2.6176 -0.8490
8 H -0.3213 1.5902 -0.4844
9 H -0.6092 1.3187 -2.2454
10 H -2.6691 -0.3968 0.0027
11 H -1.8111 -1.9183 -0.2117
12 H 4.8937 -1.2592 3.2542
13 H 6.0433 -1.8795 4.0080
14 O 5.4703 -2.0343 3.2368

Results
Gap between HOMO and LUMO (eV): 10.4
SMILES string: NCC(N)=O.O
E_HOMO (Ha): -0.3508

natural (NBO) population analysis, charges in e, atoms 1 to 5: N -0.85; C -0.32; C 0.66; N -0.83; O -0.62

Stability summary: most stable iii, least stable ii.

## i
A 2-piece molecular cluster, C2H8N2O2 overall, computed with wB97M-V/def2-TZVPD.

CARTESIAN COORDINATES (ANGSTROEM)
1 C 2.0659 -0.7320 0.0690
2 C -0.3268 -0.4081 -0.2068
3 H 2.5296 -0.9856 -0.8893
4 H 2.8313 -0.2485 0.7551
5 H 1.7906 -1.6803 0.5268
6 H 2.0173 1.7022 -0.2514
7 H 0.7978 1.8324 0.7818
8 H -0.2767 -1.4982 -0.3589
9 H -3.7801 -0.6923 -0.1009
10 H -3.8150 0.8044 -0.0279
11 N 0.8899 0.0896 -0.0724
12 N 1.0261 1.4837 -0.1518
13 O -1.3492 0.3147 -0.1154
14 O -4.4006 0.0180 0.0420

Results
Gap between HOMO and LUMO (eV): 9.9
SMILES string: CN(N)C=O.O
E_HOMO (Ha): -0.3445

natural (NBO) population analysis, charges in e, atoms 1 to 5: C -0.43; C 0.51; H 0.20; H 0.21; H 0.22

## ii
A 2-piece molecular cluster, C2H8N2O2 overall, computed with wB97M-V/def2-TZVPD.

CARTESIAN COORDINATES (ANGSTROEM)
1 N -0.7147 0.7967 0.6172
2 C -1.1880 -0.5106 0.2316
3 N -1.9998 -0.5482 -0.9788
4 H -1.2868 1.2588 1.3038
5 H 0.2187 1.1699 0.6110
6 H -1.7977 -0.9481 1.0233
7 H -0.3222 -1.1672 0.1080
8 H -1.4233 -0.2990 -1.7789
9 H -2.6574 0.2253 -0.9282
10 O 2.0213 1.5405 -0.2493
11 C 2.2303 0.4148 0.0709
12 O 2.5286 -0.6264 -0.7291
13 H 2.3061 0.1248 1.1375
14 H 2.0848 -1.4314 -0.4389

Results
Gap between HOMO and LUMO (eV): 9.5
SMILES string: O=CO.NCN
E_HOMO (Ha): -0.3288

natural (NBO) population analysis, charges in e, atoms 1 to 5: N -0.91; C -0.05; N -0.83; H 0.37; H 0.39

Stability summary: most stable ii, least stable i.

## i
A 2-piece molecular cluster, C2H8N2O2 overall, computed with wB97M-V/def2-TZVPD.

CARTESIAN COORDINATES (ANGSTROEM)
1 N 0.7542 1.2855 0.5450
2 C 1.7918 0.7768 -0.2313
3 O 1.7716 -0.6548 -0.5030
4 H -0.2237 1.1747 0.2790
5 H 0.9347 2.2328 0.9446
6 H 1.7653 1.1103 -1.3076
7 H 2.7185 1.0057 0.2799
8 H 2.7184 -0.8108 -0.7744
9 C -2.0173 -0.4354 -0.0086
10 N -1.0974 -1.4187 -0.4120
11 O -1.7559 0.4362 0.8162
12 H -2.7690 -0.2271 -0.8418
13 H -0.0778 -1.4984 -0.1252
14 H -1.4369 -2.3551 -0.4526

Results
Gap between HOMO and LUMO (eV): 9.6
SMILES string: NC=O.NCO
E_HOMO (Ha): -0.3203

natural (NBO) population analysis, charges in e, atoms 1 to 5: N -0.87; C 0.10; O -0.76; H 0.40; H 0.38

## ii
A 2-piece molecular cluster, C2H8N2O2 overall, computed with wB97M-V/def2-TZVPD.

CARTESIAN COORDINATES (ANGSTROEM)
1 N 0.0243 -0.2834 -1.1311
2 C -0.2068 -1.6120 -0.5606
3 N -1.0706 -2.4676 -1.3622
4 H 0.9836 0.0151 -1.0505
5 H -0.2888 -0.1264 -2.0760
6 H 0.7813 -2.0784 -0.4877
7 H -0.5695 -1.5063 0.4706
8 H -1.3059 -1.9768 -2.2148
9 H -0.5915 -3.3153 -1.6241
10 O 1.4275 1.9747 0.6914
11 C 0.5843 1.8735 1.5263
12 O -0.5926 1.2079 1.3309
13 H 0.6100 2.2980 2.5380
14 H -0.4387 0.2612 1.1790

Results
Gap between HOMO and LUMO (eV): 10.1
SMILES string: O=CO.NCN
E_HOMO (Ha): -0.3379

natural (NBO) population analysis, charges in e, atoms 1 to 5: N -0.87; C -0.03; N -0.84; H 0.38; H 0.36

## iii
C2H8N2O2 as an isolated structure, computed with wB97M-V/def2-TZVPD.

CARTESIAN COORDINATES (ANGSTROEM)
1 C -1.0807 0.3261 1.6106
2 C -1.8165 -0.3069 0.6055
3 N 0.6786 -0.4541 0.2167
4 N 1.4297 0.5240 -1.7794
5 O 0.9448 0.7991 -0.4467
6 O 1.8301 -1.2287 0.1526
7 H 2.1438 -1.1294 -0.7705
8 H 0.6511 0.7174 -2.4061
9 H 2.1457 1.2275 -1.9332
10 H -0.7303 -0.2139 2.4784
11 H -0.8000 1.3666 1.5395
12 H -2.3212 -1.2364 0.8542
13 H -0.6985 -0.7146 -0.0418
14 H -2.3767 0.3235 -0.0798

Results
Gap between HOMO and LUMO (alpha / beta) (eV): 8.6 / 8.6
E_HOMO (alpha / beta) (Ha): -0.2983 / -0.2984

natural (NBO) population analysis, charges in e, atoms 1 to 5: C -0.15; C -0.70; N -0.05; N -0.57; O -0.32

Stability summary: most stable ii, least stable iii.